# 1
Here is a 2-piece molecular cluster, CH7N2 overall from OMol25. Energies are from ωB97M-V with the def2-TZVPD basis set.

Computed properties:
Total charge: +1
Energy relative to the best compared isomer or geometry (same formula, charge and spin) in kJ/mol: 91.3

Each line ends with the natural charge from an NBO analysis.
Geometry (Å):
C  -1.2446  0.3237  1.5691  0.10
N  1.1695  -0.4743  -1.2628  -0.97
N  -0.6460  0.4382  0.4284  -0.67
H  -1.9112  1.0273  1.9779  0.20
H  -1.1277  -0.5508  2.0403  0.18
H  1.6318  -1.0997  -0.6365  0.43
H  1.6148  0.4182  -1.5376  0.45
H  0.9529  -1.0768  -2.1208  0.45
H  0.3253  -0.3772  -0.3940  0.46
H  -0.7647  1.3714  -0.0639  0.38


# 2
Here is a 2-piece molecular cluster, C4H7NO overall from OMol25. Energies are from ωB97M-V with the def2-TZVPD basis set.

Computed properties:
Structure (SMILES): N#CCCC=O.[H][H]
Energy relative to the best compared isomer or geometry (same formula, charge and spin) in kJ/mol: 218.3

Each line ends with the natural charge from an NBO analysis.
Geometry (Å):
O  -1.9072  -0.6901  -0.1542  -0.53
C  -0.9838  -0.5332  -0.9142  0.45
C  0.0082  0.6034  -0.7967  -0.51
C  0.1232  1.1590  0.6256  -0.52
C  1.0074  0.3677  1.4896  0.29
N  1.7165  -0.2503  2.1629  -0.32
H  0.0800  -2.1602  0.3683  0.02
H  -0.8335  -1.2102  -1.7788  0.13
H  0.7329  -2.0856  0.0245  -0.01
H  -0.3878  1.3872  -1.4562  0.25
H  0.9811  0.3154  -1.2069  0.23
H  -0.8717  1.1832  1.0792  0.27
H  0.5116  2.1807  0.6039  0.25


# 3
Here is C4H6O3Sm as an isolated structure from OMol25. Energies are from ωB97M-V with the def2-TZVPD basis set.

Computed properties:
Multiplicity: 7
Energy in eV: -28285.958

Each line ends with the Löwdin spin population.
Geometry (Å):
O  -0.8207  -1.7487  -0.3978  -0.01
C  0.4605  -1.3680  -0.6556  -0.02
O  1.2588  -2.2878  -0.8347  0.00
C  -1.8304  -0.6738  -0.5197  -0.03
H  -2.5199  -1.0330  -1.3048  0.00
C  -2.6022  -0.6111  0.7874  0.00
H  -2.9575  -1.6002  1.1364  0.00
H  -2.0096  -0.1743  1.6090  0.00
H  -3.4845  0.0372  0.6603  0.00
Sm  -0.1749  1.1493  -1.2665  6.07
O  1.1749  0.5901  0.8364  -0.01
C  2.2675  1.1644  1.0912  0.00
H  3.0697  1.1093  0.3302  0.00
H  2.5717  1.2053  2.1521  0.00


# 4
Here is C19H23AsNZn as an isolated structure from OMol25. Energies are from ωB97M-V with the def2-TZVPD basis set.

Computed properties:
Total charge: -1
Energy relative to the best compared isomer or geometry (same formula, charge and spin) in kJ/mol: 0.0

Each line ends with the natural charge from an NBO analysis.
Geometry (Å):
C  0.1600  2.0427  0.1478  -1.30
Zn  -0.5371  -0.0500  -0.3191  0.94
N  -2.5285  -0.0293  0.1711  -1.27
H  1.3645  0.4141  -1.1696  -0.11
H  1.5204  1.1552  -0.9510  0.09
H  1.1324  2.5546  -0.0281  0.19
H  -0.0024  2.0102  1.2366  0.18
H  -0.6389  2.6370  -0.3257  0.18
H  -2.6370  -0.5971  1.0266  0.37
H  -3.0499  -0.4567  -0.6080  0.37
H  -2.8240  0.9466  0.3323  0.40
C  -0.5557  -5.8804  -3.7988  -0.24
C  -1.6255  -5.1743  -3.2221  -0.21
C  -1.3878  -4.1193  -2.3322  -0.25
C  -0.0647  -3.7634  -2.0028  -0.42
C  1.0009  -4.4772  -2.5651  -0.19
C  0.7599  -5.5270  -3.4675  -0.24
As  0.1868  -2.3207  -0.6636  0.30
C  -0.1911  -3.4189  0.9402  -0.32
C  -0.9354  -2.8575  1.9941  -0.21
C  -1.3159  -3.6644  3.0706  -0.24
C  -0.9323  -5.0096  3.1251  -0.23
C  -0.1647  -5.5579  2.0831  -0.24
C  0.1934  -4.7645  0.9846  -0.20
C  2.1423  -2.3050  -0.6783  -0.24
C  2.8925  -2.7736  0.4081  -0.25
C  4.2910  -2.7431  0.3352  -0.23
C  4.9294  -2.2137  -0.7928  -0.25
C  4.1698  -1.7319  -1.8692  -0.21
C  2.7739  -1.7918  -1.8230  -0.27
H  -0.7442  -6.6936  -4.5047  0.20
H  -2.6550  -5.4517  -3.4786  0.20
H  -2.2238  -3.5783  -1.8839  0.20
H  2.0314  -4.2260  -2.3033  0.22
H  1.6035  -6.0657  -3.9088  0.20
H  -1.2052  -1.7935  1.9712  0.19
H  -1.9163  -3.2304  3.8807  0.20
H  -1.2258  -5.6254  3.9750  0.20
H  0.1494  -6.5998  2.1303  0.20
H  0.7685  -5.2060  0.1621  0.22
H  2.3824  -3.1714  1.2884  0.22
H  4.8783  -3.1238  1.1729  0.20
H  6.0178  -2.1722  -0.8382  0.20
H  4.6605  -1.3103  -2.7510  0.20
H  2.1717  -1.4512  -2.6692  0.22


# 5
Here is one molecule with the formula C3H9NO2 from OMol25. Energies are from ωB97M-V with the def2-TZVPD basis set.

Computed properties:
Structure (SMILES): C[C@H](O)CNO
Energy relative to the best compared isomer or geometry (same formula, charge and spin) in kJ/mol: 264.4

Each line ends with the natural charge from an NBO analysis.
Geometry (Å):
C  -0.7053  -0.5362  0.1208  0.09
C  0.3889  0.2062  0.9156  -0.26
C  -1.0293  0.1555  -1.1971  -0.63
N  1.7515  0.0294  0.4479  -0.34
O  1.9823  0.7000  -0.7944  -0.60
O  -1.9067  -0.6026  0.8644  -0.72
H  2.4588  1.5081  -0.5612  0.47
H  -1.7401  -1.0395  1.7064  0.47
H  1.9189  -0.9539  0.2373  0.34
H  -0.3421  -1.5603  -0.0850  0.14
H  0.1735  1.2772  0.9289  0.20
H  0.3917  -0.1566  1.9501  0.19
H  -1.4410  1.1407  -0.9944  0.21
H  -1.7703  -0.4236  -1.7409  0.21
H  -0.1310  0.2555  -1.7983  0.23


# 6
Here is a 2-piece molecular cluster, CH5S3 overall from OMol25. Energies are from ωB97M-V with the def2-TZVPD basis set.

Computed properties:
Multiplicity: 2
Energy relative to the best compared isomer or geometry (same formula, charge and spin) in kJ/mol: 13.4

Each line ends with the natural charge from an NBO analysis.
Geometry (Å):
S  3.2468  -0.9004  -2.3274  -0.28
H  2.7178  -1.8185  -1.5052  0.14
C  -2.1236  0.5407  1.1070  -0.77
S  -0.9314  -0.3762  0.0623  0.26
S  0.8184  0.4845  -0.1094  -0.20
H  -1.7018  0.4560  2.1116  0.23
H  -3.0732  0.0213  1.1485  0.24
H  -2.0369  1.5948  0.8637  0.24
H  3.0839  -0.0022  -1.3512  0.14


| no. | largest force on an atom (Eh/bohr) |
| --- | --- |
| 1 | 0.08803 |
| 2 | 0.02255 |
| 3 | 0.08217 |
| 4 | 0.04570 |
| 5 | 0.01022 |
| 6 | 0.04285 |